1.
Density functional theory data (ωB97M-V/def2-TZVPD) for an isolated ion of composition C9H15O3 and charge +1.

Output
Relative energy (zero: lowest compared OMol25 entry of this formula, charge and spin)   0.0 kcal/mol
Strongest force on any atom   6.0 eV/Å
E   -577.36800 Eh
HOMO   -0.553 Ha
Kohn-Sham gap   0.4628 Eh

Structure (ORCA input):
```
! RIJCOSX wB97M-V def2-TZVPD def2/J DEFGRID3
* xyz 1 1
C -1.067 0.087 1.575
C -1.342 1.848 -0.394
C 0.133 -0.681 2.045
C -1.210 0.725 -1.463
C 0.482 -1.758 -0.201
C 0.752 -1.110 -1.572
C -0.530 1.296 0.775
C 1.021 -0.642 0.773
C 0.302 0.346 -1.474
O 2.368 -0.743 0.871
O 0.921 1.282 -2.069
O 0.642 0.644 0.034
H -1.541 -0.523 0.852
H -1.774 0.272 2.284
H -1.072 2.768 -0.735
H -2.416 1.904 -0.094
H 0.633 -0.102 2.905
H -0.095 -1.641 2.215
H -1.818 -0.072 -1.023
H -1.459 1.092 -2.500
H -0.630 -1.974 0.050
H 1.024 -2.730 -0.042
H 1.776 -1.156 -1.767
H 0.352 -1.689 -2.386
H -0.051 2.001 1.454
H 2.718 -0.797 1.766
H 1.882 1.353 -1.881
*
```

Atom charges from the Mulliken analysis, given in e for atoms 1 to 8: -0.766, -0.782, -0.907, -0.756, -0.733, -1.069, 0.090, 0.669



2.
Density functional theory data (ωB97M-V/def2-TZVPD) for a 5-piece molecular cluster, C13H26I2N6O3PSi overall.

Output
Strongest force on any atom   4.4 eV/Å
E   -2291.40419 Eh
HOMO   -0.177 Ha
Kohn-Sham gap   0.2613 Eh

Structure (ORCA input):
```
! RIJCOSX wB97M-V def2-TZVPD def2/J DEFGRID3
* xyz -1 1
C 1.688 -0.856 2.588
Si 1.838 -0.579 0.719
C 1.787 -2.259 -0.172
C 3.629 0.037 0.410
P 0.314 0.937 -0.107
N -0.511 1.106 1.469
I -1.329 -0.977 -0.748
C 1.412 2.423 0.384
C 2.342 2.970 -0.638
O 2.427 2.739 -1.743
I 3.753 4.507 0.151
O -0.937 2.083 -0.787
N -0.667 2.515 -2.058
O -1.390 2.044 -2.867
H 0.746 -1.320 2.856
H 1.813 0.059 3.154
H 2.509 -1.506 2.887
H 2.776 -2.705 -0.034
H 1.649 -2.158 -1.239
H 1.082 -2.941 0.276
H 3.791 1.047 0.772
H 3.889 -0.082 -0.633
H 4.287 -0.628 0.968
H 0.910 0.755 -1.395
H -0.930 0.220 1.716
H -1.313 1.719 1.344
H 0.752 3.236 0.665
H 1.942 2.182 1.293
C -3.904 1.564 4.103
C -3.381 0.390 3.409
N -2.961 -0.511 2.863
H -4.735 1.274 4.743
H -3.120 2.009 4.712
H -4.250 2.296 3.377
C 7.680 -1.049 0.280
C 6.624 -1.778 -0.416
N 5.803 -2.344 -0.957
H 8.045 -0.240 -0.350
H 7.287 -0.630 1.204
H 8.502 -1.722 0.512
C -4.415 -2.890 -2.741
C -3.584 -3.965 -2.213
N -2.883 -4.744 -1.780
H -4.544 -2.121 -1.983
H -3.930 -2.453 -3.612
H -5.392 -3.275 -3.030
C -5.531 1.311 -2.860
C -6.482 0.203 -2.953
N -7.215 -0.660 -3.032
H -5.629 1.798 -1.893
H -4.515 0.936 -2.966
H -5.731 2.035 -3.648
*
```

Atom charges from the Mulliken analysis, given in e for atoms 1 to 8: -1.154, 0.883, -1.326, -1.028, -0.154, -0.744, -0.242, -1.267



3.
Density functional theory data (ωB97M-V/def2-TZVPD) for C32H28N10O3Ru as an isolated structure.

Output
Relative energy (zero: lowest compared OMol25 entry of this formula, charge and spin)   0.0 kcal/mol
Strongest force on any atom   0.2 eV/Å
E   -2104.23894 Eh
⟨S²⟩   0.76
HOMO (spin up / spin down)   -0.390 / -0.396 Ha
Kohn-Sham gap (spin up / spin down)   0.2713 / 0.2389 Eh

Structure (ORCA input):
```
! RIJCOSX wB97M-V def2-TZVPD def2/J DEFGRID3
* xyz 1 2
Ru 0.886 0.884 2.365
C 2.252 0.529 6.393
C 2.274 0.489 4.894
O 1.151 0.773 4.334
C 3.436 0.129 4.220
C 3.609 -0.061 2.840
C 4.923 -0.555 2.322
N 2.630 0.160 1.967
N 2.861 -0.180 0.637
C 1.913 0.295 -0.121
O 0.884 0.951 0.347
C 1.958 0.058 -1.580
C 2.791 -0.929 -2.106
C 2.808 -1.164 -3.471
C 2.010 -0.406 -4.318
C 1.193 0.588 -3.798
C 1.154 0.812 -2.431
H 1.812 1.469 6.727
H 3.245 0.422 6.819
H 1.617 -0.277 6.763
H 4.298 -0.083 4.834
H 5.641 -0.649 3.132
H 5.306 0.127 1.564
H 4.793 -1.520 1.832
H 3.420 -1.501 -1.438
H 3.450 -1.936 -3.875
H 2.025 -0.587 -5.385
H 0.579 1.180 -4.464
H 0.515 1.580 -2.014
C -1.063 -3.977 0.756
N -0.834 -2.744 1.524
C 0.021 -1.765 1.275
N -0.118 -0.840 2.219
C -1.091 -1.326 3.042
N -1.553 -2.480 2.639
C -0.778 -3.761 -0.709
C 0.038 -4.633 -1.417
C 0.275 -4.427 -2.772
C -0.270 -3.335 -3.422
C -1.078 -2.451 -2.710
C -1.345 -2.679 -1.367
C -1.587 -1.237 -3.339
N -1.585 -0.874 -4.572
N -2.067 0.431 -4.597
C -2.319 0.748 -3.376
O -2.060 -0.268 -2.516
C -2.732 2.018 -2.782
C -2.571 3.216 -3.470
C -2.848 4.411 -2.828
C -3.255 4.421 -1.500
C -3.435 3.225 -0.814
C -3.821 3.204 0.640
N -2.666 2.898 1.503
C -1.761 1.938 1.376
N -0.909 2.006 2.395
C -1.365 3.062 3.131
N -2.429 3.620 2.621
C -3.202 2.027 -1.472
H -2.104 -4.239 0.939
H -0.436 -4.768 1.167
H 0.713 -1.745 0.450
H -1.437 -0.810 3.921
H 0.491 -5.479 -0.913
H 0.909 -5.115 -3.315
H -0.066 -3.144 -4.466
H -1.984 -1.990 -0.828
H -2.216 3.199 -4.492
H -2.726 5.346 -3.358
H -3.436 5.364 -0.998
H -4.593 2.457 0.831
H -4.181 4.169 0.987
H -1.682 1.251 0.550
H -0.903 3.395 4.045
H -3.375 1.084 -0.966
*
```

Atom charges from the Mulliken analysis, given in e for atoms 1 to 8: 0.770, -1.349, 0.962, -0.682, -1.040, 1.110, -1.332, 0.438



4.
Density functional theory data (ωB97M-V/def2-TZVPD) for C3H4N4O in the gas phase.

Output
Relative energy (zero: lowest compared OMol25 entry of this formula, charge and spin)   115.3 kcal/mol
Structure (SMILES)   [H]/N=C1\N=CN=CON1
Strongest force on any atom   6.5 eV/Å
E   -410.81950 Eh
HOMO   -0.373 Ha
Kohn-Sham gap   0.3567 Eh

Structure (ORCA input):
```
! RIJCOSX wB97M-V def2-TZVPD def2/J DEFGRID3
* xyz 0 1
C 1.065 0.041 0.041
C -1.596 -0.618 -0.241
C -0.734 1.504 0.308
H 2.740 0.584 -0.708
H 1.042 -1.816 0.782
H -2.321 -1.120 -0.936
H -0.946 2.474 0.340
N 2.189 -0.365 -0.507
N 0.412 -1.110 0.839
N -1.690 0.603 -0.203
N 0.612 1.476 0.252
O -0.773 -1.653 0.034
*
```

Atom charges from the Mulliken analysis, given in e for atoms 1 to 8: 0.451, 0.202, 0.013, 0.319, 0.296, 0.312, 0.416, -0.601



5.
Density functional theory data (ωB97M-V/def2-TZVPD) for C5H10O in the gas phase.

Output
Relative energy (zero: lowest compared OMol25 entry of this formula, charge and spin)   16.2 kcal/mol
Structure (SMILES)   CC/C=C(\C)O
Strongest force on any atom   0.4 eV/Å
E   -271.72675 Eh
HOMO   -0.309 Ha
Kohn-Sham gap   0.3427 Eh

Structure (ORCA input):
```
! RIJCOSX wB97M-V def2-TZVPD def2/J DEFGRID3
* xyz 0 1
C -1.719 -0.260 -1.268
C -0.477 -1.066 -0.872
C 0.769 -0.269 -0.556
C 0.982 0.475 0.531
C 0.005 0.753 1.637
O 2.203 1.091 0.678
H -2.527 -0.932 -1.580
H -2.096 0.339 -0.432
H -1.504 0.424 -2.094
H -0.731 -1.717 -0.025
H 1.602 -0.338 -1.253
H -0.234 -1.745 -1.697
H -0.055 1.834 1.814
H 0.316 0.278 2.577
H -0.998 0.397 1.395
H 2.305 1.359 1.599
*
```

Atom charges from the Mulliken analysis, given in e for atoms 1 to 8: -0.961, -0.625, -0.373, 0.662, -1.261, -0.536, 0.312, 0.277



6.
Density functional theory data (ωB97M-V/def2-TZVPD) for a 2-piece molecular cluster, C3H6O2P overall.

Output
Relative energy (zero: lowest compared OMol25 entry of this formula, charge and spin)   42.8 kcal/mol
Strongest force on any atom   4.5 eV/Å
E   -609.59677 Eh
⟨S²⟩   2.02
HOMO (spin up / spin down)   -0.044 / -0.116 Ha
Kohn-Sham gap (spin up / spin down)   0.1901 / 0.2078 Eh

Structure (ORCA input):
```
! RIJCOSX wB97M-V def2-TZVPD def2/J DEFGRID3
* xyz -1 3
C -1.692 1.398 0.278
C 2.732 -0.913 -0.471
C -1.213 0.136 0.211
O 0.530 -2.248 -1.569
O 0.929 0.135 -2.320
P 1.022 -0.955 -1.081
H -2.638 1.436 0.947
H -1.454 2.091 -0.449
H 2.825 -1.735 0.208
H 2.681 0.006 0.185
H -1.744 -0.666 0.752
H 0.245 0.809 -2.140
*
```

Atom charges from the Mulliken analysis, given in e for atoms 1 to 8: -0.598, -0.836, -0.324, -0.644, -0.470, 0.470, 0.202, 0.247